# 1
Here is a 2-piece molecular cluster, C4H14N2O overall in a non-equilibrium geometry from the OMol25 dataset. Energies are from ωB97M-V with the def2-TZVPD basis set.

Summary:
**Charge**: 0
**Highest occupied orbital energy**: -8.71 eV
**Kohn-Sham gap**: 9.45 eV
**SMILES**: CNCCCN.O
**Energy above the lowest of the compared OMol25 structures with the same formula, charge and spin**: 39.7 kcal per mole

Last columns: bonded neighbours and bond lengths (Å).
Geometry (Å):
1 C -0.31 -0.23 -3.42  N2 1.466, H7 1.087, H8 1.087, H9 1.091
2 N 0.03 -0.55 -2.03  C1 1.466, C3 1.465, H10 1.019
3 C -0.54 0.40 -1.07  N2 1.465, C4 1.525, H11 1.090, H12 1.093
4 C -0.79 -0.31 0.26  C3 1.525, C5 1.551, H13 1.083, H14 1.082
5 C 0.50 -0.89 0.91  C4 1.551, N6 1.474, H15 1.092, H16 1.079
6 N 0.24 -2.23 1.47  C5 1.474, H17 1.006, H18 0.999
7 H 0.28 0.61 -3.76  C1 1.087
8 H 0.04 -1.05 -4.04  C1 1.087
9 H -1.36 0.07 -3.53  C1 1.091
10 H -0.43 -1.44 -1.85  N2 1.019
11 H 0.14 1.24 -0.97  C3 1.090
12 H -1.51 0.78 -1.39  C3 1.093
13 H -1.44 -1.14 0.01  C4 1.083
14 H -1.31 0.34 0.95  C4 1.082
15 H 0.82 -0.24 1.72  C5 1.092
16 H 1.23 -0.99 0.12  C5 1.079
17 H 0.97 -2.91 1.33  N6 1.006
18 H -0.50 -2.28 2.14  N6 0.999
19 O 0.82 3.29 3.23  H20 0.966, H21 0.963
20 H -0.14 3.42 3.19  O19 0.966
21 H 0.92 2.34 3.11  O19 0.963


# 2
Here is a 2-piece molecular cluster, C4H14N2O overall in a non-equilibrium geometry from the OMol25 dataset. Energies are from ωB97M-V with the def2-TZVPD basis set.

Summary:
**Charge**: 0
**Highest occupied orbital energy**: -8.18 eV
**Kohn-Sham gap**: 9.16 eV
**SMILES**: CCNCCN.O
**Energy above the lowest of the compared OMol25 structures with the same formula, charge and spin**: 35.0 kcal per mole

Last columns: bonded neighbours and bond lengths (Å).
Geometry (Å):
1 C 2.88 -0.89 -0.84  C2 1.533, H7 1.084, H8 1.102, H9 1.092
2 C 1.89 0.28 -0.78  C1 1.533, N3 1.452, H10 1.105, H11 1.095
3 N 0.62 -0.04 -0.16  C2 1.452, C4 1.461, H12 1.006
4 C -0.56 -0.42 -0.94  N3 1.461, C5 1.551, H13 1.089, H14 1.108
5 C -1.48 -1.29 -0.03  C4 1.551, N6 1.501, H15 1.091, H16 1.089
6 N -2.18 -0.46 0.99  C5 1.501, H17 1.017, H18 1.017
7 H 2.42 -1.81 -1.17  C1 1.084
8 H 3.15 -1.03 0.22  C1 1.102
9 H 3.80 -0.51 -1.28  C1 1.092
10 H 1.76 0.73 -1.79  C2 1.105
11 H 2.31 1.10 -0.19  C2 1.095
12 H 0.35 0.70 0.46  N3 1.006
13 H -0.22 -0.76 -1.91  C4 1.089
14 H -1.17 0.47 -1.17  C4 1.108
15 H -2.24 -1.81 -0.62  C5 1.091
16 H -0.74 -1.93 0.44  C5 1.089
17 H -2.44 -1.10 1.73  N6 1.017
18 H -3.10 -0.21 0.63  N6 1.017
19 O -0.81 2.41 1.41  H20 0.944, H21 0.955
20 H -1.31 3.17 1.65  O19 0.944
21 H -1.28 1.67 1.81  O19 0.955


# 3
Here is a 2-piece molecular cluster, C4H14N2O overall in a non-equilibrium geometry from the OMol25 dataset. Energies are from ωB97M-V with the def2-TZVPD basis set.

Summary:
**Charge**: 0
**Highest occupied orbital energy**: -8.02 eV
**Kohn-Sham gap**: 8.47 eV
**SMILES**: CNCCNC.O
**Energy above the lowest of the compared OMol25 structures with the same formula, charge and spin**: 71.3 kcal per mole

Last columns: bonded neighbours and bond lengths (Å).
Geometry (Å):
1 C -1.31 2.07 0.08  N2 1.494, H7 1.066, H8 1.173, H9 1.233
2 N -0.54 0.79 0.22  C1 1.494, C3 1.491, H10 1.004
3 C 0.92 0.96 -0.03  N2 1.491, C4 1.617, H11 1.099, H12 1.034
4 C 1.56 -0.52 -0.01  C3 1.617, N5 1.476, H13 1.088, H14 1.087
5 N 1.38 -1.15 1.31  C4 1.476, C6 1.521, H15 1.041
6 C 0.01 -1.78 1.48  N5 1.521, H16 1.086, H17 1.041, H18 1.137
7 H -0.73 2.95 0.27  C1 1.066
8 H -1.67 2.21 -1.02  C1 1.173
9 H -2.37 1.87 0.67  C1 1.233
10 H -0.90 0.18 -0.50  N2 1.004
11 H 1.31 1.67 0.71  C3 1.099
12 H 0.91 1.25 -1.02  C3 1.034
13 H 2.61 -0.27 -0.15  C4 1.088
14 H 1.01 -1.09 -0.77  C4 1.087
15 H 1.48 -0.34 1.95  N5 1.041
16 H -0.72 -1.08 1.85  C6 1.086
17 H 0.14 -2.44 2.27  C6 1.041
18 H -0.47 -2.32 0.59  C6 1.137
19 O -0.86 -1.02 -2.26  H20 0.982, H21 0.952
20 H -1.46 -1.50 -2.87  O19 0.982
21 H -0.30 -0.45 -2.78  O19 0.952


# 4
Here is a 2-piece molecular cluster, C4H14N2O overall in a non-equilibrium geometry from the OMol25 dataset. Energies are from ωB97M-V with the def2-TZVPD basis set.

Summary:
**Charge**: 0
**Highest occupied orbital energy**: -8.35 eV
**Kohn-Sham gap**: 9.12 eV
**SMILES**: CCCNCN.O
**Energy above the lowest of the compared OMol25 structures with the same formula, charge and spin**: 52.4 kcal per mole

Last columns: bonded neighbours and bond lengths (Å).
Geometry (Å):
1 C 1.85 -0.07 -1.20  C2 1.613, H7 1.141, H8 1.113, H9 1.139
2 C 0.93 -1.38 -1.29  C1 1.613, C3 1.543, H10 1.091, H11 1.132
3 C 0.19 -1.52 0.06  C2 1.543, N4 1.451, H12 1.242, H13 1.078
4 N -0.33 -0.28 0.61  C3 1.451, C5 1.487, H14 1.062
5 C -0.90 -0.31 1.98  N4 1.487, N6 1.461, H15 1.090, H16 1.083
6 N -0.98 1.06 2.46  C5 1.461, H17 1.036, H18 1.026
7 H 2.26 -0.04 -0.13  C1 1.141
8 H 1.32 0.87 -1.48  C1 1.113
9 H 2.68 -0.08 -1.98  C1 1.139
10 H 0.32 -1.25 -2.19  C2 1.091
11 H 1.62 -2.27 -1.35  C2 1.132
12 H 0.97 -2.12 0.82  C3 1.242
13 H -0.61 -2.24 0.06  C3 1.078
14 H -0.95 0.28 -0.05  N4 1.062
15 H -1.90 -0.73 1.91  C5 1.090
16 H -0.29 -0.95 2.61  C5 1.083
17 H -0.19 1.73 2.38  N6 1.036
18 H -1.58 1.18 3.28  N6 1.026
19 O -1.54 2.84 -1.82  H20 0.980, H21 0.934
20 H -1.28 3.36 -2.60  O19 0.980
21 H -1.59 1.94 -2.06  O19 0.934


# 5
Here is a 2-piece molecular cluster, C4H14N2O overall in a non-equilibrium geometry from the OMol25 dataset. Energies are from ωB97M-V with the def2-TZVPD basis set.

Summary:
**Charge**: 0
**Highest occupied orbital energy**: -8.93 eV
**Kohn-Sham gap**: 9.82 eV
**SMILES**: CNC[C@@H](C)N.O
**Energy above the lowest of the compared OMol25 structures with the same formula, charge and spin**: 41.9 kcal per mole

Last columns: bonded neighbours and bond lengths (Å).
Geometry (Å):
1 C 1.40 0.41 -1.66  N2 1.476, H7 1.095, H8 1.090, H9 1.091
2 N 0.63 0.78 -0.46  C1 1.476, C3 1.475, H10 1.022
3 C 0.10 -0.44 0.20  N2 1.475, C4 1.524, H11 1.100, H12 1.090
4 C -0.93 -1.26 -0.56  C3 1.524, C5 1.544, N6 1.530, H13 1.089
5 C -0.87 -2.76 -0.19  C4 1.544, H14 1.087, H15 1.086, H16 1.086
6 N -2.34 -0.79 -0.19  C4 1.530, H17 1.024, H18 1.013
7 H 1.74 -0.63 -1.66  C1 1.095
8 H 0.85 0.55 -2.59  C1 1.090
9 H 2.35 0.94 -1.68  C1 1.091
10 H -0.14 1.37 -0.78  N2 1.022
11 H 0.99 -1.07 0.28  C3 1.100
12 H -0.16 -0.25 1.24  C3 1.090
13 H -1.02 -1.07 -1.63  C4 1.089
14 H -1.81 -3.10 0.23  C5 1.087
15 H -0.13 -2.81 0.60  C5 1.086
16 H -0.58 -3.39 -1.02  C5 1.086
17 H -2.33 0.23 -0.11  N6 1.024
18 H -2.51 -1.12 0.75  N6 1.013
19 O 1.57 3.46 2.41  H20 0.975, H21 0.988
20 H 2.25 3.49 3.11  O19 0.975
21 H 2.00 2.96 1.68  O19 0.988


# 6
Here is a 2-piece molecular cluster, C4H14N2O overall in a non-equilibrium geometry from the OMol25 dataset. Energies are from ωB97M-V with the def2-TZVPD basis set.

Summary:
**Charge**: 0
**Highest occupied orbital energy**: -8.18 eV
**Kohn-Sham gap**: 9.03 eV
**SMILES**: CCCNCN.O
**Energy above the lowest of the compared OMol25 structures with the same formula, charge and spin**: 76.8 kcal per mole

Last columns: bonded neighbours and bond lengths (Å).
Geometry (Å):
1 C 0.41 -1.68 -1.07  C2 1.558, H7 1.112, H8 1.040, H9 1.163
2 C 0.90 -0.65 -0.01  C1 1.558, C3 1.603, H10 1.027, H11 1.067
3 C -0.03 -0.46 1.28  C2 1.603, N4 1.407, H12 1.181, H13 1.182
4 N -0.77 0.74 1.21  C3 1.407, C5 1.541, H14 1.004
5 C -2.25 0.95 0.86  N4 1.541, N6 1.478, H15 1.153, H16 1.081
6 N -2.76 2.27 0.44  C5 1.478, H17 1.048, H18 1.048
7 H -0.05 -2.56 -0.56  C1 1.112
8 H -0.34 -1.32 -1.69  C1 1.040
9 H 1.40 -2.07 -1.54  C1 1.163
10 H 1.09 0.34 -0.21  C2 1.027
11 H 1.91 -0.83 0.29  C2 1.067
12 H -0.87 -1.28 1.22  C3 1.181
13 H 0.74 -0.48 2.18  C3 1.182
14 H -0.63 1.32 2.02  N4 1.004
15 H -2.72 0.81 1.91  C5 1.153
16 H -2.76 0.16 0.32  C5 1.081
17 H -2.38 2.66 -0.45  N6 1.048
18 H -2.50 3.09 1.03  N6 1.048
19 O 3.74 -0.70 -2.45  H20 0.996, H21 1.000
20 H 4.70 -0.41 -2.43  O19 0.996
21 H 3.18 0.12 -2.36  O19 1.000


# 7
Here is a 2-piece molecular cluster, C4H14N2O overall in a non-equilibrium geometry from the OMol25 dataset. Energies are from ωB97M-V with the def2-TZVPD basis set.

Summary:
**Charge**: 0
**Highest occupied orbital energy**: -9.19 eV
**Kohn-Sham gap**: 10.08 eV
**SMILES**: NCCCCN.O
**Energy above the lowest of the compared OMol25 structures with the same formula, charge and spin**: 39.9 kcal per mole

Last columns: bonded neighbours and bond lengths (Å).
Geometry (Å):
1 N 0.85 -0.73 -2.23  C2 1.481, H7 1.019, H8 1.024
2 C 1.23 -1.01 -0.83  N1 1.481, C3 1.529, H9 1.098, H10 1.100
3 C 0.76 0.06 0.16  C2 1.529, C4 1.515, H11 1.089, H12 1.092
4 C 0.26 -0.45 1.50  C3 1.515, C5 1.576, H13 1.086, H14 1.095
5 C 1.30 -0.44 2.68  C4 1.576, N6 1.442, H15 1.085, H16 1.100
6 N 2.62 -0.10 2.22  C5 1.442, H17 1.013, H18 1.010
7 H 1.14 -1.52 -2.80  N1 1.019
8 H -0.15 -0.95 -2.20  N1 1.024
9 H 0.78 -1.96 -0.51  C2 1.098
10 H 2.28 -1.31 -0.71  C2 1.100
11 H 1.46 0.89 0.25  C3 1.089
12 H -0.11 0.45 -0.37  C3 1.092
13 H -0.20 -1.44 1.48  C4 1.086
14 H -0.54 0.24 1.78  C4 1.095
15 H 0.94 0.27 3.41  C5 1.085
16 H 1.22 -1.43 3.17  C5 1.100
17 H 3.09 -0.84 1.72  N6 1.013
18 H 3.23 0.16 2.97  N6 1.010
19 O -5.91 2.53 -2.97  H20 0.972, H21 0.965
20 H -6.31 2.04 -2.24  O19 0.972
21 H -5.42 1.81 -3.39  O19 0.965


# 8
Here is a 2-piece molecular cluster, C4H14N2O overall in a non-equilibrium geometry from the OMol25 dataset. Energies are from ωB97M-V with the def2-TZVPD basis set.

Summary:
**Charge**: 0
**Highest occupied orbital energy**: -8.97 eV
**Kohn-Sham gap**: 9.83 eV
**SMILES**: NCCCCN.O
**Energy above the lowest of the compared OMol25 structures with the same formula, charge and spin**: 61.2 kcal per mole

Last columns: bonded neighbours and bond lengths (Å).
Geometry (Å):
1 N 0.80 -0.32 2.30  C2 1.515, H7 0.997, H8 1.033
2 C 0.20 0.54 1.21  N1 1.515, C3 1.548, H9 1.155, H10 1.056
3 C -1.09 0.02 0.54  C2 1.548, C4 1.523, H11 1.157, H12 1.131
4 C -0.80 -1.29 -0.18  C3 1.523, C5 1.459, H13 1.267, H14 1.090
5 C -0.87 -1.38 -1.63  C4 1.459, N6 1.479, H15 1.100, H16 1.130
6 N 0.00 -0.37 -2.27  C5 1.479, H17 1.073, H18 1.019
7 H 0.53 -1.27 2.18  N1 0.997
8 H 0.54 0.04 3.23  N1 1.033
9 H 1.05 0.49 0.44  C2 1.155
10 H 0.04 1.56 1.45  C2 1.056
11 H -1.89 -0.28 1.32  C3 1.157
12 H -1.59 0.90 0.01  C3 1.131
13 H -1.32 -2.30 0.38  C4 1.267
14 H 0.28 -1.41 -0.07  C4 1.090
15 H -0.54 -2.42 -1.80  C5 1.100
16 H -1.94 -1.33 -1.98  C5 1.130
17 H 0.35 -1.00 -3.07  N6 1.073
18 H 0.77 -0.31 -1.61  N6 1.019
19 O 1.87 3.07 0.15  H20 0.986, H21 0.951
20 H 2.22 3.99 0.09  O19 0.986
21 H 1.40 3.05 -0.68  O19 0.951


# 9
Here is a 2-piece molecular cluster, C4H14N2O overall in a non-equilibrium geometry from the OMol25 dataset. Energies are from ωB97M-V with the def2-TZVPD basis set.

Summary:
**Charge**: 0
**Highest occupied orbital energy**: -9.08 eV
**Kohn-Sham gap**: 9.98 eV
**SMILES**: CC[C@H](N)CN.O
**Energy above the lowest of the compared OMol25 structures with the same formula, charge and spin**: 26.4 kcal per mole

Last columns: bonded neighbours and bond lengths (Å).
Geometry (Å):
1 C 2.06 0.61 0.94  C2 1.569, H7 1.089, H8 1.088, H9 1.085
2 C 1.15 -0.66 0.77  C1 1.569, C3 1.531, H10 1.059, H11 1.093
3 C 0.00 -0.37 -0.21  C2 1.531, N4 1.464, C5 1.542, H12 1.090
4 N -1.06 -1.36 0.00  C3 1.464, H13 1.016, H14 1.016
5 C 0.51 -0.24 -1.66  C3 1.542, N6 1.441, H15 1.093, H16 1.104
6 N -0.61 -0.13 -2.56  C5 1.441, H17 1.006, H18 1.012
7 H 3.09 0.33 0.71  C1 1.089
8 H 1.78 1.45 0.31  C1 1.088
9 H 1.94 0.94 1.96  C1 1.085
10 H 0.72 -0.87 1.71  C2 1.059
11 H 1.78 -1.52 0.51  C2 1.093
12 H -0.37 0.61 0.06  C3 1.090
13 H -1.97 -0.99 -0.24  N4 1.016
14 H -0.90 -2.14 -0.64  N4 1.016
15 H 1.14 0.65 -1.72  C5 1.093
16 H 1.23 -1.06 -1.84  C5 1.104
17 H -0.37 0.05 -3.52  N6 1.006
18 H -1.23 -0.93 -2.48  N6 1.012
19 O -1.90 1.81 2.39  H20 0.962, H21 0.963
20 H -1.27 2.52 2.47  O19 0.962
21 H -1.56 1.13 2.99  O19 0.963


# 10
Here is a 2-piece molecular cluster, C4H14N2O overall in a non-equilibrium geometry from the OMol25 dataset. Energies are from ωB97M-V with the def2-TZVPD basis set.

Summary:
**Charge**: 0
**Highest occupied orbital energy**: -8.83 eV
**Kohn-Sham gap**: 9.62 eV
**SMILES**: CNCCCN.O
**Energy above the lowest of the compared OMol25 structures with the same formula, charge and spin**: 56.4 kcal per mole

Last columns: bonded neighbours and bond lengths (Å).
Geometry (Å):
1 C 1.61 2.44 0.15  N2 1.479, H7 1.108, H8 1.110, H9 1.135
2 N 0.46 1.66 0.68  C1 1.479, C3 1.519, H10 1.028
3 C 0.79 0.18 0.55  N2 1.519, C4 1.528, H11 1.129, H12 1.101
4 C 0.48 -0.48 -0.79  C3 1.528, C5 1.601, H13 1.084, H14 1.121
5 C -1.01 -0.44 -1.38  C4 1.601, N6 1.531, H15 1.086, H16 1.095
6 N -1.85 0.43 -0.44  C5 1.531, H17 1.025, H18 1.020
7 H 1.86 2.02 -0.85  C1 1.108
8 H 2.53 2.64 0.73  C1 1.110
9 H 1.36 3.53 0.02  C1 1.135
10 H 0.57 1.56 1.69  N2 1.028
11 H 0.06 -0.39 1.21  C3 1.129
12 H 1.79 -0.10 0.89  C3 1.101
13 H 1.06 0.06 -1.54  C4 1.084
14 H 0.84 -1.53 -0.72  C4 1.121
15 H -0.95 -0.16 -2.43  C5 1.086
16 H -1.34 -1.48 -1.42  C5 1.095
17 H -1.36 1.32 -0.32  N6 1.025
18 H -2.78 0.69 -0.76  N6 1.020
19 O -0.40 -3.22 1.06  H20 0.966, H21 0.965
20 H -1.11 -3.58 0.51  O19 0.966
21 H -0.60 -3.67 1.89  O19 0.965


# 11
Here is a 2-piece molecular cluster, C4H14N2O overall in a non-equilibrium geometry from the OMol25 dataset. Energies are from ωB97M-V with the def2-TZVPD basis set.

Summary:
**Charge**: +2
**Highest occupied orbital energy**: -18.53 eV
**Kohn-Sham gap**: 11.82 eV
**Energy above the lowest of the compared OMol25 structures with the same formula, charge and spin**: 20.3 kcal per mole

Last columns: bonded neighbours and bond lengths (Å).
Geometry (Å):
1 C 0.81 0.24 1.00  C2 1.567, N6 1.501, H7 1.108, H8 1.093
2 C 0.10 -1.05 0.46  C1 1.567, C3 1.507, H9 1.117, H10 1.097
3 C -1.19 -0.78 -0.26  C2 1.507, C4 1.313, N5 1.503
4 C -2.36 -0.54 0.29  C3 1.313, H11 1.080, H12 1.092
5 N -0.98 -0.62 -1.74  C3 1.503, H13 1.025, H14 1.039, H15 1.034
6 N 1.62 0.04 2.25  C1 1.501, H16 1.029, H17 1.026, H18 1.029
7 H 1.52 0.58 0.23  C1 1.108
8 H 0.13 1.09 0.99  C1 1.093
9 H 0.77 -1.62 -0.24  C2 1.117
10 H -0.17 -1.69 1.31  C2 1.097
11 H -3.31 -0.32 -0.15  C4 1.080
12 H -2.37 -0.54 1.39  C4 1.092
13 H -0.72 -1.47 -2.25  N5 1.025
14 H -0.19 0.05 -1.80  N5 1.039
15 H -1.80 -0.31 -2.30  N5 1.034
16 H 2.16 0.89 2.45  N6 1.029
17 H 1.10 -0.16 3.11  N6 1.026
18 H 2.22 -0.78 2.09  N6 1.029
19 H 0.28 2.71 -2.06  O21 0.971
20 H 1.55 2.37 -2.62  O21 0.976
21 O 0.83 1.92 -2.15  H19 0.971, H20 0.976